--- one ---
C6H9NS | ωB97M-V/def2-TZVPD

The geometry in XYZ format:
```
17
Properties=species:S:1:pos:R:3:lowdin_charge:R:1
C -1.55781 1.39763 -0.28166 -0.04
C -0.68145 0.12213 -0.18689 -0.75
C -0.25567 -0.22292 1.21357 -0.17
C 0.35131 -1.49821 0.50481 -0.40
C 1.37980 -0.99093 -0.43519 -0.27
C 0.61872 0.19648 -0.93547 -0.36
H -2.57889 1.10245 0.13336 0.11
H -0.92722 2.13872 0.21511 0.08
H -1.64679 1.65990 -1.32178 0.06
H 0.54000 0.60288 1.59131 0.15
H -0.87911 -0.48771 2.03459 0.10
H 0.34258 -2.43163 1.06681 0.09
H 1.95544 -1.71378 -1.09254 0.16
H 2.11738 0.99813 0.46321 0.14
H 0.59148 0.33742 -2.01401 0.15
N 1.84489 0.37316 -0.35396 0.04
S -1.21468 -1.58373 -0.60126 0.90
```

## Properties
HOMO level = -8.43 eV



--- two ---
C6H9NS | ωB97M-V/def2-TZVPD

The geometry in XYZ format:
```
17
Properties=species:S:1:pos:R:3:lowdin_charge:R:1
C -1.86788 -0.76303 1.21778 -0.09
C -2.06390 -0.76466 -0.28077 -0.15
C -1.35771 -0.08256 -1.12966 -0.09
C -0.12759 0.78040 -0.92498 -0.31
C 0.99371 1.35838 0.79781 -0.21
C 1.01669 0.14492 -0.08337 -0.75
H -1.22277 0.00931 1.67556 0.06
H -2.88306 -0.60108 1.64843 0.08
H -1.51943 -1.73296 1.57193 0.08
H -2.81304 -1.47338 -0.61553 0.10
H -1.63759 -0.13388 -2.15321 0.09
H 0.22692 1.14741 -1.90970 0.14
H -1.00284 2.00477 0.56317 0.09
H 1.91163 2.00028 0.80885 0.13
H 0.82495 1.04999 1.84599 0.11
N -0.15569 1.92352 0.01730 -0.01
S 1.85282 -1.23598 -0.07109 0.72
```

## Properties
SMILES = C/C=C\[C@H]1NCC1=S
HOMO level = -8.68 eV



Verdict on stability: two comes out on top.



--- one ---
C6H9NS | ωB97M-V/def2-TZVPD

The geometry in XYZ format:
```
17
Properties=species:S:1:pos:R:3:lowdin_charge:R:1
C -0.36018 0.30745 0.14977 -0.68
C -1.66960 0.53059 -0.48166 0.05
C -0.63066 -0.69138 -0.86657 -0.24
C 0.16080 -1.91005 -0.34150 -0.34
C 1.14095 0.66244 0.09440 -0.62
C 1.61233 1.87394 -0.11245 -0.01
H 0.21260 -0.62905 1.58383 0.00
H -1.08754 0.33103 2.11752 0.11
H -2.51557 0.25611 0.14531 0.09
H -1.64540 1.39677 -1.39828 0.17
H -0.09355 -0.31930 -1.73638 0.11
H -0.26703 -2.37606 0.60843 0.09
H 0.62219 -2.88046 -0.80807 0.10
H 2.71860 2.06819 -0.53663 0.11
H 0.78607 2.61266 0.10066 0.08
N -0.69656 -0.28409 1.39629 0.02
S 1.71256 -0.94879 0.08532 0.94
```

## Properties
HOMO level = -8.44 eV



--- two ---
C6H9NS | ωB97M-V/def2-TZVPD

The geometry in XYZ format:
```
17
Properties=species:S:1:pos:R:3:lowdin_charge:R:1
C -0.86440 0.16398 0.48096 -0.39
C -0.40923 -0.92764 -0.50969 -0.47
C 0.34306 -0.06506 -1.54569 -0.24
C 1.36394 0.80282 -0.90478 -0.12
C 1.53793 0.89313 0.48867 -0.14
C 0.54382 0.17489 1.17828 -0.52
H -2.74044 -0.43463 0.95447 0.01
H -1.71777 -1.16386 1.88366 0.08
H -1.27447 0.97161 -0.16147 0.15
H -0.97643 -1.72218 -0.99477 0.11
H 0.87019 -0.64973 -2.37857 0.14
H -0.49455 0.40681 -2.04924 0.11
H 1.94452 1.38922 -1.64718 0.10
H 2.40400 1.67489 0.74643 0.15
H 0.65461 0.33277 2.23406 0.10
N -1.94336 -0.22667 1.43585 0.03
S 0.75858 -1.62035 0.78900 0.88
```

## Properties
HOMO level = -8.29 eV



--- three ---
C6H9NS | ωB97M-V/def2-TZVPD

The geometry in XYZ format:
```
17
Properties=species:S:1:pos:R:3:lowdin_charge:R:1
C -2.11256 -0.56850 -0.33846 -0.07
C -1.26171 0.29472 -1.05604 -0.15
C -1.39224 -1.18854 0.71394 -0.24
C 0.76295 1.81353 0.56876 -0.26
C 2.42985 -0.49513 0.68762 -0.22
C 0.07590 -0.13343 -1.36176 -0.20
N -0.19805 -0.95555 1.18863 -0.16
S 0.89987 0.08058 0.47525 0.83
H -3.19084 -0.51229 -0.07943 0.11
H -1.45311 1.23975 -1.42497 0.08
H -1.86843 -1.84846 1.43085 0.11
H -0.29740 2.13322 0.14376 0.04
H 1.01307 2.10068 1.60820 0.00
H 2.59932 -1.49977 0.70212 -0.02
H 3.05855 0.20888 0.26387 -0.01
H 0.34269 -1.15412 -1.44908 0.08
H 0.59214 0.48442 -2.07326 0.09
```

## Properties
SMILES = C=S1(=C)CC=CC=N1
HOMO level (spin up / spin down) = -7.85 / -7.85 eV



Verdict on stability: two comes out on top.